Formula: C54H135N9O18
Source: the OMol25 dataset
Level of theory: ωB97M-V with the def2-TZVPD basis set

Each line ends with the Mulliken charge.
Positions of all 216 atoms, in Å:
1 C 6.639 3.156 -6.132  -0.64
2 O 7.763 2.349 -5.784  -0.31
3 C 7.855 2.055 -4.360  -0.43
4 C 8.638 0.696 -4.173  -0.59
5 N 8.826 0.369 -2.772  -0.29
6 C 9.712 -0.812 -2.763  -0.68
7 C 10.068 -1.206 -1.370  -0.64
8 O 8.875 -1.679 -0.722  -0.28
9 C 9.027 -1.860 0.683  -0.78
10 H 5.729 2.644 -5.819  0.27
11 H 6.645 3.123 -7.222  0.25
12 H 6.734 4.160 -5.720  0.27
13 H 6.877 1.881 -3.911  0.30
14 H 8.357 2.876 -3.847  0.32
15 H 9.660 0.841 -4.523  0.28
16 H 8.129 -0.056 -4.776  0.25
17 H 8.001 0.149 -2.233  0.25
18 H 10.621 -0.742 -3.360  0.48
19 H 9.207 -1.690 -3.167  0.36
20 H 10.572 -0.319 -0.986  0.35
21 H 10.847 -1.964 -1.459  0.40
22 H 8.888 -0.848 1.065  0.30
23 H 10.017 -2.163 1.023  0.31
24 H 8.301 -2.552 1.109  0.23
25 C -6.538 -2.769 -0.621  -0.85
26 O -5.520 -3.455 -0.003  -0.32
27 C -5.738 -4.936 -0.110  -0.39
28 C -4.647 -5.712 0.598  -0.82
29 N -4.643 -5.388 2.024  -0.39
30 C -5.614 -6.132 2.826  -0.47
31 C -5.626 -5.748 4.299  -0.63
32 O -6.082 -4.384 4.344  -0.27
33 C -6.282 -3.897 5.650  -0.84
34 H -6.408 -1.697 -0.469  0.30
35 H -7.598 -2.959 -0.450  0.32
36 H -6.510 -2.777 -1.711  0.33
37 H -5.715 -5.236 -1.158  0.44
38 H -6.688 -5.195 0.357  0.30
39 H -3.701 -5.382 0.171  0.33
40 H -4.624 -6.790 0.432  0.38
41 H -4.839 -4.410 2.182  0.31
42 H -5.528 -7.219 2.813  0.40
43 H -6.605 -5.902 2.433  0.25
44 H -4.613 -5.912 4.669  0.31
45 H -6.238 -6.442 4.876  0.42
46 H -6.975 -3.057 5.620  0.27
47 H -5.386 -3.503 6.130  0.29
48 H -6.900 -4.542 6.274  0.32
49 C 0.668 -6.093 -11.384  -0.75
50 O -0.258 -7.133 -11.756  -0.34
51 C -1.249 -7.316 -10.765  -0.49
52 C -2.154 -8.529 -11.019  -0.83
53 N -1.481 -9.717 -11.458  -0.40
54 C -0.808 -10.347 -10.328  -0.63
55 C -1.792 -11.076 -9.421  -0.69
56 O -2.203 -10.311 -8.303  -0.30
57 C -2.914 -11.186 -7.422  -0.77
58 H 1.360 -5.875 -12.197  0.25
59 H 1.214 -6.469 -10.519  0.32
60 H 0.219 -5.128 -11.150  0.29
61 H -1.877 -6.438 -10.616  0.44
62 H -0.839 -7.495 -9.772  0.34
63 H -2.856 -8.252 -11.806  0.39
64 H -2.795 -8.761 -10.169  0.31
65 H -0.880 -9.437 -12.220  0.32
66 H -0.165 -9.716 -9.715  0.27
67 H -0.105 -11.087 -10.713  0.47
68 H -1.323 -12.015 -9.127  0.55
69 H -2.736 -11.365 -9.883  0.37
70 H -2.246 -12.002 -7.144  0.32
71 H -3.855 -11.589 -7.797  0.30
72 H -3.135 -10.698 -6.473  0.26
73 C 3.823 -14.670 -5.558  -0.82
74 O 3.203 -13.493 -5.054  -0.33
75 C 4.136 -12.715 -4.298  -0.37
76 C 3.671 -11.280 -4.073  -0.79
77 N 2.258 -11.223 -3.548  -0.51
78 C 2.033 -12.033 -2.364  -0.59
79 C 2.722 -11.505 -1.092  -0.74
80 O 4.113 -11.801 -1.082  -0.24
81 C 4.899 -10.999 -0.153  -0.82
82 H 4.424 -14.440 -6.438  0.30
83 H 3.099 -15.450 -5.796  0.27
84 H 4.410 -15.160 -4.782  0.33
85 H 5.084 -12.669 -4.832  0.47
86 H 4.335 -13.056 -3.282  0.32
87 H 3.730 -10.747 -5.022  0.42
88 H 4.292 -10.722 -3.371  0.26
89 H 1.706 -11.748 -4.211  0.33
90 H 2.193 -13.095 -2.551  0.33
91 H 0.971 -11.986 -2.124  0.43
92 H 2.375 -11.947 -0.157  0.47
93 H 2.398 -10.479 -0.918  0.38
94 H 4.606 -11.181 0.881  0.30
95 H 4.830 -9.925 -0.324  0.33
96 H 5.954 -11.265 -0.215  0.26
97 C -1.319 15.702 -7.678  -0.70
98 O -0.636 15.191 -6.577  -0.36
99 C -1.435 14.397 -5.714  -0.41
100 C -0.641 13.889 -4.459  -0.75
101 N 0.468 13.030 -4.790  -0.36
102 C 0.147 11.605 -5.130  -1.02
103 C -0.939 11.263 -6.282  -0.48
104 O -0.512 11.707 -7.567  -0.29
105 C -1.226 11.102 -8.553  -0.85
106 H -0.647 16.296 -8.297  0.25
107 H -2.147 16.368 -7.432  0.29
108 H -1.639 14.845 -8.270  0.26
109 H -2.125 13.730 -6.231  0.32
110 H -2.187 15.092 -5.340  0.47
111 H -1.240 13.405 -3.688  0.37
112 H -0.158 14.785 -4.071  0.33
113 H 0.927 13.385 -5.616  0.32
114 H -0.176 11.069 -4.238  0.39
115 H 1.095 11.180 -5.461  0.36
116 H -1.946 11.603 -6.043  0.34
117 H -0.897 10.175 -6.328  0.55
118 H -1.135 11.484 -9.569  0.28
119 H -2.292 11.153 -8.331  0.34
120 H -0.933 10.062 -8.698  0.34
121 C 1.305 2.389 -2.584  -0.51
122 O 1.060 1.527 -3.691  -0.36
123 C 0.168 0.424 -3.450  -0.43
124 C 0.527 -0.764 -4.457  -0.74
125 N 1.892 -1.177 -4.358  -0.32
126 C 1.944 -2.395 -3.484  -0.81
127 C 1.873 -2.082 -1.941  -0.48
128 O 2.991 -1.239 -1.585  -0.21
129 C 2.941 -0.684 -0.271  -0.72
130 H 0.426 2.887 -2.175  0.31
131 H 2.055 3.107 -2.916  0.26
132 H 1.683 1.777 -1.765  0.10
133 H -0.831 0.764 -3.723  0.37
134 H 0.199 0.235 -2.377  0.26
135 H 0.267 -0.410 -5.454  0.39
136 H -0.194 -1.576 -4.362  0.31
137 H 2.467 -0.443 -3.968  0.30
138 H 2.917 -2.825 -3.720  0.34
139 H 1.127 -3.075 -3.727  0.41
140 H 1.858 -3.031 -1.405  0.47
141 H 0.911 -1.633 -1.691  0.28
142 H 2.680 -1.483 0.423  0.32
143 H 2.122 0.020 -0.122  0.23
144 H 3.887 -0.172 -0.092  0.22
145 C -7.538 6.615 1.221  -0.74
146 O -8.278 5.493 1.669  -0.30
147 C -9.123 5.844 2.718  -0.34
148 C -9.782 4.458 3.111  -0.76
149 N -10.485 4.468 4.422  -0.34
150 C -9.627 4.492 5.568  -0.37
151 C -10.446 4.352 6.834  -0.73
152 O -11.170 3.109 6.830  -0.30
153 C -12.111 2.902 7.854  -0.74
154 H -6.871 6.982 2.001  0.30
155 H -8.200 7.455 1.008  0.30
156 H -6.930 6.372 0.350  0.26
157 H -9.877 6.599 2.498  0.33
158 H -8.578 6.240 3.575  0.29
159 H -9.154 3.579 2.966  0.37
160 H -10.565 4.274 2.375  0.32
161 H -11.082 3.655 4.470  0.24
162 H -9.176 5.483 5.602  0.29
163 H -8.905 3.675 5.587  0.31
164 H -11.168 5.168 6.796  0.36
165 H -9.834 4.431 7.733  0.42
166 H -11.551 3.007 8.782  0.31
167 H -12.353 1.839 7.833  0.24
168 H -12.949 3.596 7.783  0.28
169 C 4.000 1.363 11.095  -0.71
170 O 3.776 2.162 12.227  -0.30
171 C 2.720 3.107 12.013  -0.67
172 C 2.648 4.133 13.204  -0.53
173 N 2.175 3.456 14.429  -0.41
174 C 2.511 4.191 15.645  -0.61
175 C 1.580 3.885 16.779  -0.43
176 O 1.801 4.822 17.808  -0.30
177 C 0.995 4.636 18.994  -0.75
178 H 4.255 1.996 10.245  0.29
179 H 3.117 0.788 10.816  0.30
180 H 4.779 0.631 11.308  0.24
181 H 1.803 2.543 11.842  0.39
182 H 2.929 3.657 11.096  0.43
183 H 1.975 4.973 13.033  0.36
184 H 3.661 4.473 13.416  0.35
185 H 2.651 2.568 14.499  0.28
186 H 2.431 5.254 15.419  0.38
187 H 3.548 3.986 15.910  0.26
188 H 1.703 2.836 17.048  0.27
189 H 0.534 4.063 16.530  0.30
190 H -0.079 4.747 18.851  0.29
191 H 1.261 5.411 19.713  0.27
192 H 1.339 3.750 19.528  0.31
193 C 5.209 4.787 2.356  -0.73
194 O 4.099 5.031 3.276  -0.32
195 C 3.628 6.386 3.233  -0.58
196 C 2.470 6.607 4.158  -0.67
197 N 1.410 5.708 3.693  -0.40
198 C 0.248 5.619 4.632  -0.65
199 C -0.585 4.452 3.989  -0.59
200 O 0.200 3.193 4.090  -0.31
201 C -0.538 2.014 3.896  -0.73
202 H 5.614 3.805 2.602  0.23
203 H 6.002 5.521 2.491  0.30
204 H 4.939 4.828 1.300  0.30
205 H 3.408 6.761 2.233  0.35
206 H 4.418 7.034 3.611  0.45
207 H 2.208 7.663 4.098  0.30
208 H 2.647 6.388 5.211  0.38
209 H 1.782 4.775 3.591  0.36
210 H -0.418 6.481 4.636  0.34
211 H 0.641 5.336 5.608  0.38
212 H -0.860 4.716 2.968  0.32
213 H -1.454 4.358 4.641  0.46
214 H 0.121 1.215 4.236  0.23
215 H -0.748 1.855 2.839  0.29
216 H -1.504 1.954 4.398  0.29

Summary:
Highest occupied orbital energy   -8.505 eV
Net charge   0
Electronic energy   -3984.93910 hartree
Structure (SMILES)   COCCNCCOC.COCCNCCOC.COCCNCCOC.COCCNCCOC.COCCNCCOC.COCCNCCOC.COCCNCCOC.COCCNCCOC.COCCNCCOC